Formula: C42H121N7O22
Source: the Open Molecules 2025 dataset
Level of theory: ωB97M-V/def2-TZVPD

Geometry as XYZ:
```
192
Properties=species:S:1:pos:R:3:forces:R:3
O -2.360 2.942 3.542 -0.05 1.30 2.64
H -3.221 2.810 3.145 0.52 -1.25 1.38
H -1.787 2.326 3.085 0.07 -0.57 0.07
O -2.089 0.967 2.183 3.53 -1.85 4.58
H -2.488 0.157 1.866 0.69 0.41 2.13
H -1.692 1.360 1.405 0.55 0.11 0.46
O 2.550 -2.005 4.064 5.86 -5.32 5.63
H 2.973 -1.908 3.210 0.33 0.08 0.53
H 2.777 -2.892 4.345 0.24 -0.39 0.80
O -2.791 -0.709 1.199 1.29 -13.48 0.89
H -3.364 -1.407 1.517 -0.17 -1.03 0.04
H -3.219 -0.391 0.404 -2.62 -9.61 -0.94
O 1.874 0.959 2.854 8.10 5.77 3.29
H 2.610 1.535 2.651 0.99 1.09 0.12
H 1.622 0.584 2.010 -0.15 -0.06 0.17
O 1.065 -0.584 3.938 -2.77 -0.78 2.34
H 0.418 -1.204 3.600 0.00 0.57 0.87
H 1.861 -1.104 4.049 -2.44 2.45 1.06
O 3.267 -2.061 2.004 6.71 -2.48 -1.61
H 3.749 -1.238 2.085 0.76 0.73 -0.08
H 3.939 -2.740 2.058 1.00 -0.68 0.25
O -0.130 1.008 3.388 -2.01 2.93 1.54
H -0.626 1.062 2.572 -0.12 0.11 1.01
H -0.790 1.090 4.076 -0.36 -0.16 0.10
C -2.610 -4.369 0.209 0.33 -1.05 -0.31
O -1.585 -3.783 -0.609 -1.56 -3.14 0.12
C -1.038 -4.724 -1.583 1.40 0.53 2.20
C 0.297 -5.245 -0.903 -1.08 -0.27 -1.93
N 1.026 -6.034 -1.929 0.20 -0.43 0.04
C 2.417 -5.628 -2.142 -0.36 0.00 2.18
C 3.204 -5.890 -0.792 0.29 -0.05 -0.18
O 3.050 -7.205 -0.295 -1.57 -0.65 -0.37
C 3.103 -7.307 1.139 0.79 0.75 -1.18
H -3.459 -4.727 -0.373 -0.24 0.54 -0.17
H -2.848 -3.700 1.035 -0.63 -0.23 -1.11
H -2.253 -5.274 0.701 0.30 -0.31 0.04
H -0.778 -4.154 -2.475 -0.21 -0.18 -0.16
H -1.744 -5.535 -1.760 0.13 0.01 -0.27
H -0.024 -5.780 -0.009 0.39 -0.35 0.06
H 0.906 -4.400 -0.583 -0.25 0.16 0.01
H 1.091 -7.013 -1.688 -0.47 -0.14 0.21
H 2.348 -4.544 -2.230 0.42 -0.41 -0.76
H 2.854 -6.085 -3.030 -0.07 -0.03 0.16
H 2.822 -5.186 -0.051 -0.35 0.17 0.15
H 4.275 -5.688 -0.808 0.33 0.24 -0.58
H 4.183 -7.242 1.269 -0.02 -0.03 1.30
H 2.679 -8.221 1.556 0.15 -0.19 -0.65
H 2.553 -6.478 1.584 0.16 0.22 0.17
C 1.297 4.089 -1.676 0.59 2.14 -0.43
O 2.025 4.691 -0.613 -0.18 -1.46 1.35
C 1.554 4.356 0.765 4.61 1.83 -1.16
C 2.797 4.603 1.623 -0.53 1.23 -1.06
N 3.932 3.789 1.186 -1.06 -0.44 0.20
C 5.235 4.159 1.683 -0.85 -0.60 0.09
C 6.257 4.001 0.566 0.07 -1.22 1.03
O 7.562 4.206 0.980 2.22 1.76 1.48
C 8.189 3.244 1.813 0.41 -0.84 -0.12
H 1.959 4.377 -2.493 -0.27 -0.65 -0.63
H 0.401 4.692 -1.820 0.00 -0.79 -0.02
H 1.056 3.028 -1.606 0.86 0.63 -0.85
H 1.558 3.280 0.935 -0.77 4.46 -0.16
H 0.611 4.890 0.885 3.62 0.70 0.59
H 2.512 4.399 2.655 0.28 0.05 0.21
H 2.957 5.668 1.454 0.78 0.42 0.59
H 3.923 3.455 0.233 -0.28 0.65 -0.03
H 5.387 3.538 2.566 0.80 -0.02 0.09
H 5.187 5.189 2.036 0.37 0.28 -0.14
H 5.949 4.696 -0.215 0.56 -0.03 -0.21
H 6.425 2.986 0.205 -1.78 -0.59 -0.63
H 7.718 2.833 2.706 -1.12 0.63 0.02
H 9.143 3.576 2.223 -0.07 0.81 -0.49
H 8.453 2.335 1.273 -0.10 -0.15 -0.66
C -0.735 3.987 1.453 -1.74 -1.33 -0.88
O -0.632 2.584 1.069 2.67 0.86 0.28
C 0.603 2.074 0.452 -3.64 -3.16 -2.19
C 0.393 0.557 0.250 0.38 0.96 0.77
N 0.869 -0.131 1.451 -5.75 -5.75 -7.28
C 1.505 -1.388 1.038 -5.60 -1.00 5.33
C 1.062 -2.555 2.065 1.61 0.16 -1.32
O -0.188 -2.359 2.597 -0.24 -0.64 -2.60
C -1.232 -2.876 1.795 -0.09 0.23 1.10
H -0.082 4.239 2.289 -0.52 -0.20 0.27
H -1.791 4.236 1.560 1.04 -0.41 0.63
H -0.432 4.519 0.552 -2.06 -0.22 0.43
H 1.589 2.304 0.854 -0.70 -3.62 -0.04
H 0.497 2.447 -0.567 0.52 -0.16 1.03
H 0.940 0.226 -0.632 -0.04 0.64 0.21
H -0.637 0.300 0.002 0.33 0.18 1.05
H -0.014 -0.454 1.821 0.16 0.43 1.39
H 2.557 -1.103 1.031 -4.35 -1.45 1.74
H 1.318 -1.767 0.033 -3.40 0.22 2.75
H 1.795 -2.655 2.866 -2.73 -0.39 -0.99
H 1.105 -3.537 1.593 -0.22 -0.22 -0.78
H -1.407 -2.333 0.866 0.42 -0.11 0.69
H -2.064 -2.822 2.497 -0.22 0.21 -0.77
H -1.146 -3.937 1.560 1.17 0.26 0.59
C 0.738 1.402 -6.100 -0.68 -1.45 -0.88
O 1.682 1.069 -5.123 -0.09 -1.43 -1.43
C 2.078 2.165 -4.420 -0.20 0.63 1.08
C 3.163 1.788 -3.436 0.29 0.23 0.80
N 2.737 0.894 -2.347 0.21 0.12 0.37
C 3.780 0.573 -1.331 -1.18 -0.17 -0.05
C 3.199 -0.313 -0.149 2.28 1.95 -2.69
O 2.475 -1.455 -0.609 9.56 -0.49 -7.99
C 3.324 -2.471 -1.245 0.04 1.14 0.10
H -0.205 1.786 -5.711 0.04 0.27 0.38
H 0.504 0.460 -6.595 -0.20 -0.12 0.05
H 1.077 2.027 -6.927 0.53 0.53 0.32
H 1.160 2.503 -3.940 0.13 0.69 0.66
H 2.399 2.938 -5.119 0.43 0.36 0.11
H 3.499 2.715 -2.970 0.11 0.10 0.08
H 4.022 1.379 -3.968 0.17 -0.09 -0.33
H 2.334 0.055 -2.740 0.18 -0.09 -0.12
H 4.182 1.522 -0.975 -0.29 0.09 0.47
H 4.672 0.091 -1.731 0.07 -0.46 -0.41
H 2.589 0.190 0.601 0.57 1.31 -1.46
H 4.036 -0.667 0.453 0.66 0.15 -0.55
H 4.226 -2.694 -0.676 0.07 0.26 0.40
H 3.657 -2.139 -2.228 -0.10 -0.19 -0.27
H 2.761 -3.402 -1.305 0.04 0.83 0.20
C -4.136 2.739 -3.507 -0.35 0.33 -2.10
O -2.977 1.944 -3.557 0.16 -0.12 1.42
C -2.398 1.826 -2.217 -0.10 -0.17 -1.82
C -1.310 0.803 -2.163 0.76 0.47 1.11
N -1.805 -0.537 -2.154 0.54 -2.03 0.31
C -0.927 -1.594 -1.505 0.50 2.11 -0.13
C 0.472 -1.704 -2.072 -0.56 -0.01 -2.60
O 0.238 -1.751 -3.483 -1.33 -0.44 0.18
C 1.292 -2.048 -4.336 0.50 0.14 0.49
H -4.956 2.363 -2.894 0.43 0.34 0.96
H -4.639 2.754 -4.474 0.25 -0.83 -0.63
H -3.887 3.799 -3.536 -0.07 0.14 1.36
H -3.164 1.491 -1.518 -0.01 0.22 -0.19
H -1.975 2.766 -1.864 -0.25 0.23 -0.41
H -0.891 1.031 -1.183 -0.36 0.15 -0.87
H -0.442 0.836 -2.822 -0.08 0.88 -0.62
H -1.689 -0.831 -3.114 -0.76 -0.20 -0.43
H -1.453 -2.546 -1.568 0.32 1.58 -0.49
H -0.688 -1.373 -0.465 -1.02 -0.24 -0.04
H 0.966 -2.610 -1.724 -0.42 -0.46 -0.17
H 1.237 -0.951 -1.881 -1.30 0.14 -0.18
H 0.939 -2.698 -5.137 0.04 0.17 -0.14
H 2.047 -2.587 -3.762 0.40 -0.19 -0.24
H 1.685 -1.094 -4.687 0.40 -0.27 -0.48
C -3.716 1.095 0.729 -3.16 6.23 -2.47
O -2.933 2.235 1.069 -6.30 4.93 -4.17
C -3.738 3.396 1.458 0.73 -0.12 -2.10
C -3.859 4.305 0.207 0.18 -0.53 -0.08
N -2.563 4.687 -0.398 -0.43 1.03 -0.36
C -2.738 5.508 -1.603 -0.37 0.32 0.15
C -1.517 5.649 -2.490 -0.81 1.33 -0.99
O -1.830 6.674 -3.523 1.63 -0.41 0.41
C -0.668 6.830 -4.421 -1.47 -1.00 0.44
H -3.048 0.290 0.423 0.71 13.78 -2.20
H -4.403 1.312 -0.090 -0.24 0.53 -0.50
H -4.427 0.857 1.520 0.51 -0.60 0.45
H -3.167 3.761 2.311 -0.18 1.77 -1.59
H -4.627 3.058 1.990 -0.94 0.01 -0.89
H -4.428 5.206 0.438 0.08 0.18 -0.02
H -4.380 3.774 -0.590 -0.72 -0.29 0.14
H -1.923 3.920 -0.547 -0.54 -0.26 0.11
H -3.066 6.488 -1.256 0.16 0.26 -0.13
H -3.506 5.193 -2.310 -0.51 -0.39 0.31
H -1.351 4.730 -3.052 0.32 -0.30 0.17
H -0.649 5.918 -1.888 -0.03 0.43 -0.30
H 0.227 7.098 -3.859 -0.01 0.08 -0.12
H -0.873 7.493 -5.261 -0.32 0.64 0.65
H -0.553 5.887 -4.956 0.49 -0.44 0.29
C -4.596 -2.088 -1.012 0.16 -0.69 0.73
O -4.639 -2.301 0.433 -0.18 0.72 -0.61
C -5.727 -3.120 0.861 -0.31 0.45 0.00
C -5.851 -3.161 2.418 1.56 -0.53 -2.09
N -4.966 -4.239 2.829 0.25 -0.08 0.45
C -4.858 -4.516 4.270 0.21 0.89 -0.19
C -3.780 -3.638 4.960 0.34 0.96 -1.10
O -2.609 -3.537 4.137 0.79 -1.78 1.09
C -1.514 -2.827 4.759 -1.15 1.23 0.27
H -3.748 -1.466 -1.300 -0.12 0.51 0.43
H -5.543 -1.698 -1.385 -0.02 0.13 0.11
H -4.353 -3.009 -1.540 -0.37 -0.44 0.12
H -5.499 -4.096 0.433 -0.70 -0.36 0.22
H -6.643 -2.673 0.475 -0.21 -0.22 -0.35
H -6.891 -3.359 2.677 0.18 0.37 0.32
H -5.384 -2.217 2.695 -0.96 0.64 0.68
H -4.049 -3.888 2.592 0.37 -0.41 -0.33
H -4.692 -5.592 4.313 0.16 0.10 0.70
H -5.810 -4.227 4.715 -0.11 -0.45 0.29
H -3.565 -3.868 6.004 0.06 -0.46 -0.04
H -4.010 -2.574 4.904 -1.40 0.14 0.74
H -0.913 -2.411 3.951 -0.34 -0.71 1.46
H -0.912 -3.329 5.516 -0.20 -0.77 -0.21
H -1.915 -1.949 5.264 -0.30 0.19 0.27
```
Positions in Å, forces in eV/Å.

frontier orbital gap	5.748	eV
energy relative to the best compared isomer or geometry (same formula, charge and spin)	4194.40	kJ/mol
LUMO level	-0.0097	Eh

Atomic partial charges in e from the Löwdin method, atoms 1 to 99:
1 O -0.0544
2 H 0.0057
3 H -0.0016
4 O -0.1258
5 H -0.1620
6 H 0.0332
7 O 0.0308
8 H -0.0980
9 H 0.1172
10 O 0.0482
11 H 0.1057
12 H -0.0094
13 O -0.0826
14 H 0.0296
15 H -0.1972
16 O -0.0820
17 H 0.0080
18 H -0.1820
19 O -0.0407
20 H 0.1233
21 H 0.1412
22 O -0.0942
23 H -0.0202
24 H 0.0677
25 C -0.1108
26 O -0.3118
27 C -0.1084
28 C -0.1544
29 N -0.0537
30 C -0.1575
31 C -0.2220
32 O -0.2083
33 C -0.0696
34 H 0.0950
35 H 0.0487
36 H 0.1030
37 H 0.1168
38 H 0.1251
39 H 0.1199
40 H 0.0819
41 H 0.0981
42 H 0.0610
43 H 0.1217
44 H 0.0806
45 H 0.1188
46 H 0.0893
47 H 0.0894
48 H 0.0766
49 C -0.1095
50 O -0.1588
51 C -0.2182
52 C -0.1722
53 N -0.0651
54 C -0.2009
55 C -0.2249
56 O -0.1817
57 C -0.1160
58 H 0.0959
59 H 0.0423
60 H 0.0566
61 H 0.0207
62 H 0.0671
63 H 0.1285
64 H 0.1136
65 H 0.0861
66 H 0.1107
67 H 0.1206
68 H 0.1343
69 H 0.1160
70 H 0.0794
71 H 0.0856
72 H 0.0772
73 C -0.0555
74 O -0.1648
75 C -0.1229
76 C -0.1281
77 N -0.0119
78 C -0.1608
79 C -0.1232
80 O -0.2293
81 C -0.0890
82 H 0.1320
83 H 0.0755
84 H 0.0626
85 H 0.1002
86 H 0.0811
87 H 0.0981
88 H 0.0879
89 H 0.1256
90 H 0.0313
91 H 0.0756
92 H 0.0680
93 H 0.1244
94 H 0.0804
95 H 0.0779
96 H 0.0911
97 C -0.1006
98 O -0.2031
99 C -0.2641

***

Formula: C42H26F4O20V4
Source: the Open Molecules 2025 dataset
Level of theory: ωB97M-V/def2-TZVPD

Geometry as XYZ:
```
96
Properties=species:S:1:pos:R:3:forces:R:3
O 4.929 -2.823 4.950 -1.21 1.15 -1.64
V 4.384 -2.134 3.589 0.12 -0.78 -2.00
O 5.176 -0.751 3.373 -1.01 -1.82 0.48
O -2.009 0.500 -2.641 -0.20 0.28 -0.66
V -0.623 1.266 -2.649 2.48 -2.83 2.61
O -0.301 2.030 -3.963 -0.15 0.87 -1.58
O 5.064 2.421 -1.644 1.27 1.57 0.10
V 4.560 0.971 -1.810 -1.55 -4.00 -0.52
O 4.625 0.571 -3.348 -0.62 1.33 1.43
O -2.872 -4.159 1.737 -0.79 -0.24 0.26
V -1.340 -3.932 1.589 4.73 1.26 -1.25
O -0.512 -5.096 2.332 -1.71 1.58 -0.81
C -0.344 -0.071 0.879 0.38 1.27 -0.71
C 0.417 0.842 0.114 3.41 -3.75 3.31
C 2.017 0.640 0.246 -3.05 -3.42 1.32
O 2.803 1.122 -0.573 2.90 2.26 -3.31
C 2.497 -0.408 1.114 -2.53 1.67 -0.20
C 1.618 -1.188 1.876 2.11 1.56 0.49
C 0.152 -1.024 1.717 1.42 -1.95 0.25
O -0.662 -1.871 2.274 -1.26 -2.48 0.07
O 2.221 -1.887 2.812 0.82 -1.37 1.52
O -0.136 1.631 -0.656 -1.25 2.94 -4.17
H -1.414 -0.140 0.745 -0.19 0.37 -0.18
H 3.545 -0.426 1.378 0.14 -0.15 -0.42
C 4.821 -4.386 -1.638 2.15 3.99 -1.05
C 4.709 -4.707 -0.291 -1.48 -3.33 -1.68
C 5.084 -3.653 0.751 -0.90 0.53 1.50
O 4.955 -3.856 2.020 -0.47 0.67 1.02
C 5.404 -2.378 0.351 1.18 1.41 -2.34
C 5.502 -1.952 -1.005 -1.55 -5.11 0.90
C 5.188 -3.006 -2.144 -1.75 -2.79 1.69
O 4.998 -2.640 -3.291 0.95 0.50 -0.14
O 5.693 -0.808 -1.335 0.31 5.64 -0.76
O 4.191 -5.871 -0.100 1.35 1.99 2.06
H 4.591 -5.116 -2.400 -0.27 -0.03 0.22
H 5.747 -1.566 0.977 -0.31 -0.24 0.91
C 1.963 -3.678 -3.283 1.34 4.82 -2.62
C 1.879 -2.264 -3.772 -0.84 -2.80 2.01
C 0.854 -1.403 -2.947 -1.43 -2.70 1.31
O 0.916 -0.167 -3.081 -1.33 2.58 0.30
C -0.082 -2.064 -2.039 1.36 1.13 -1.89
C 0.026 -3.410 -1.728 0.92 0.28 2.19
C 1.130 -4.256 -2.401 -0.09 -3.71 0.57
O 1.343 -5.502 -2.190 -1.84 1.50 0.90
O -0.525 -3.805 -0.628 -0.93 -0.78 1.00
O 2.475 -1.768 -4.698 0.21 0.66 -0.68
H 2.835 -4.207 -3.639 -0.25 -0.22 -0.12
H -0.687 -1.464 -1.376 -0.11 0.18 -0.10
F 2.396 3.122 -2.591 -0.12 0.40 -0.67
C 2.274 4.244 -3.335 0.64 -0.03 3.68
C 2.295 5.453 -2.607 -0.22 0.64 -1.09
C 2.079 6.630 -3.311 0.05 -0.04 -1.29
C 1.805 6.607 -4.705 0.71 -1.73 -0.23
C 1.947 5.376 -5.392 -0.12 1.43 1.81
C 2.226 4.204 -4.662 -1.01 0.29 -3.59
H 2.497 5.573 -1.553 0.05 -0.74 0.07
H 2.262 7.580 -2.832 -0.43 0.13 0.25
H 1.570 7.454 -5.333 0.09 0.45 0.42
H 1.826 5.375 -6.465 -0.01 -0.29 -0.03
H 2.219 3.324 -5.288 0.27 -0.57 0.69
F -5.424 -3.321 -0.075 0.02 1.84 0.13
C -5.495 -1.940 0.090 0.33 0.02 0.39
C -4.318 -1.157 0.197 -1.01 -0.48 -0.40
C -4.473 0.224 0.308 -0.61 -0.03 0.33
C -5.735 0.782 0.468 -0.72 -0.23 -1.12
C -6.888 -0.006 0.396 0.25 -0.35 -0.24
C -6.785 -1.372 0.182 1.62 -0.83 0.12
H -3.323 -1.566 0.107 -0.07 -0.33 -0.04
H -3.646 0.917 0.261 0.38 -0.32 0.02
H -5.883 1.843 0.329 0.22 0.28 0.60
H -7.873 0.437 0.406 -0.05 0.19 0.12
H -7.601 -2.073 0.085 -0.31 0.24 0.03
F -1.700 3.259 -2.439 -0.76 1.81 0.33
C -2.219 4.423 -1.922 0.36 -1.13 0.68
C -3.480 4.405 -1.431 -2.25 0.11 -0.03
C -4.068 5.557 -0.864 0.60 -0.40 -0.37
C -3.298 6.677 -0.714 1.68 0.51 0.20
C -1.903 6.604 -1.008 -2.38 0.82 -1.35
C -1.447 5.536 -1.730 2.09 0.03 0.52
H -4.146 3.574 -1.608 0.30 -0.43 0.11
H -5.105 5.575 -0.562 -0.10 -0.20 -0.14
H -3.709 7.635 -0.432 -0.15 -0.06 0.42
H -1.299 7.498 -1.050 0.10 0.07 0.59
H -0.399 5.600 -1.982 0.07 -0.53 -0.48
F -2.088 -2.969 4.650 -0.34 -0.08 1.74
C -2.373 -2.988 5.996 0.56 1.16 -0.59
C -3.493 -3.665 6.424 -0.71 -0.14 0.13
C -3.869 -3.722 7.781 2.40 1.35 0.08
C -3.059 -2.991 8.701 1.05 -0.77 -1.10
C -1.864 -2.320 8.237 -1.20 -0.18 -0.72
C -1.558 -2.244 6.887 -0.92 -1.82 -0.86
H -4.121 -4.119 5.672 0.12 -0.28 -0.11
H -4.632 -4.416 8.100 -0.26 0.33 0.10
H -3.208 -3.164 9.757 -0.09 0.34 0.15
H -1.085 -1.799 8.773 -0.54 -0.15 1.20
H -0.637 -1.812 6.526 -0.08 0.22 -0.06
```
Positions in Å, forces in eV/Å.

charge	-3
frontier orbital gap	3.665	eV
multiplicity	2
<S²>	0.78
LUMO level	0.1699	Eh

Partial charges, Löwdin, in e:
1 O -0.4024
2 V 1.0599
3 O -0.3674
4 O -0.3493
5 V 0.9359
6 O -0.3355
7 O -0.3526
8 V 1.0181
9 O -0.2873
10 O -0.3558
11 V 1.0355
12 O -0.3318
13 C 0.0018
14 C -0.3270
15 C -0.2859
16 O -0.1062
17 C 0.0309
18 C -0.2998
19 C -0.3561
20 O -0.1568
21 O -0.1581
22 O -0.1205
23 H 0.1014
24 H 0.0823
25 C -0.0102
26 C -0.3834
27 C -0.2930
28 O -0.0835
29 C -0.0195
30 C -0.3297
31 C -0.3264
32 O 0.0269
33 O -0.0562
34 O -0.0775
35 H 0.0942
36 H 0.0913
37 C -0.0222
38 C -0.3523
39 C -0.2489
40 O -0.0532
41 C 0.0145
42 C -0.2804
43 C -0.4042
44 O -0.0653
45 O -0.1088
46 O 0.0316
47 H 0.0924
48 H 0.0773
49 F 0.0607
50 C -0.2716
51 C -0.0128
52 C -0.1145
53 C -0.0995
54 C -0.0680
55 C -0.0118
56 H 0.1191
57 H 0.0875
58 H 0.0777
59 H 0.0933
60 H 0.1335
61 F 0.0157
62 C -0.2060
63 C 0.0269
64 C -0.0700
65 C -0.1125
66 C -0.1141
67 C -0.0388
68 H 0.1066
69 H 0.1016
70 H 0.0848
71 H 0.0875
72 H 0.1022
73 F 0.0009
74 C -0.2209
75 C 0.0016
76 C -0.0875
77 C -0.1010
78 C -0.0674
79 C -0.0078
80 H 0.1210
81 H 0.0977
82 H 0.0892
83 H 0.0990
84 H 0.1053
85 F 0.0455
86 C -0.2276
87 C -0.0305
88 C -0.0840
89 C -0.0907
90 C -0.0884
91 C -0.0087
92 H 0.1151
93 H 0.0890
94 H 0.0735
95 H 0.0913
96 H 0.1211

***

Q: The highest frontier orbital gap belongs to which entry?
A: C42H121N7O22